Record 1
{
  "formula": "C22H23N3O4",
  "method": "wB97M-V/def2-TZVPD",
  "symbols": ["O", "C", "N", "H", "C", "H", "C", "C", "H", "O", "C", "C", "C", "C", "C", "C", "O", "H", "H", "H", "H", "H", "H", "H", "C", "H", "C", "N", "C", "O", "C", "C", "C", "N", "C", "C", "C", "C", "C", "C", "H", "H", "H", "H", "H", "H", "H", "H", "H", "H", "H", "H"],
  "xyz": [[-0.2287, -2.7497, 2.3166], [-0.1306, -3.0425, 1.1421], [-1.1907, -3.0625, 0.3018], [-1.0441, -3.1062, -0.6990], [-2.4664, -2.5274, 0.7104], [-3.2715, -3.1158, 0.2649], [-2.6180, -1.0702, 0.2631], [-1.7090, -0.1232, 1.0499], [-0.6626, -0.4239, 0.9964], [-1.7908, 1.1765, 0.5066], [-3.0908, 1.5835, 0.3119], [-3.3384, 2.9350, 0.1135], [-4.6329, 3.3890, -0.0492], [-5.6917, 2.4963, -0.0019], [-5.4537, 1.1472, 0.1743], [-4.1544, 0.6762, 0.3180], [-3.9637, -0.6752, 0.4485], [-6.2589, 0.4306, 0.1983], [-6.7052, 2.8498, -0.1126], [-4.8149, 4.4415, -0.2019], [-2.4984, 3.6115, 0.0993], [-2.0239, -0.1187, 2.1011], [-2.3671, -0.9931, -0.8081], [-2.5264, -2.5911, 1.7992], [1.2035, -3.4916, 0.5570], [1.9780, -3.0756, 1.2034], [1.4901, -3.0961, -0.8909], [1.3870, -1.6638, -1.1150], [0.3535, -1.1340, -1.8186], [-0.5479, -1.8392, -2.2481], [0.3718, 0.3689, -1.9630], [1.7904, 0.9304, -1.9293], [2.5385, 0.2860, -0.7916], [2.3269, -0.9305, -0.4647], [3.5509, 1.0195, -0.0371], [3.8836, 0.6045, 1.2541], [4.8386, 1.2831, 1.9840], [5.4810, 2.3832, 1.4373], [5.1644, 2.7975, 0.1543], [4.2044, 2.1258, -0.5794], [3.9816, 2.4517, -1.5844], [5.6681, 3.6497, -0.2778], [6.2267, 2.9156, 2.0087], [5.0828, 0.9570, 2.9840], [3.3718, -0.2489, 1.6695], [1.7593, 2.0139, -1.8206], [2.3127, 0.6919, -2.8633], [-0.1430, 0.6322, -2.8881], [-0.2134, 0.7853, -1.1356], [0.8081, -3.5809, -1.5919], [2.5145, -3.3931, -1.1348], [1.2489, -4.5798, 0.6388]],
  "mulliken_charge": [-0.663, 0.455, -0.009, 0.342, -1.379, 0.322, 1.173, -0.730, 0.278, -0.433, 0.596, -0.796, -0.468, -0.521, -0.679, 0.363, -0.456, 0.447, 0.385, 0.387, 0.425, 0.436, 0.113, 0.406, -0.491, 0.264, -1.233, 0.634, 0.688, -0.745, -0.478, -0.957, 0.519, -0.675, 0.481, -0.343, -0.703, -0.371, -0.720, -0.361, 0.370, 0.383, 0.390, 0.390, 0.468, 0.441, 0.362, 0.390, -0.003, 0.473, 0.408, 0.424],
  "smiles": "O=C(CCN1N=C(c2ccccc2)CCC1=O)NC[C@@H]1COc2ccccc2O1",
  "orbital_gap_ev": 8.6,
  "de_lowest_kj_mol": 239.52
}

---

Record 2
{
  "formula": "Cl4N4",
  "method": "wB97M-V/def2-TZVPD",
  "symbols": ["N", "N", "N", "N", "Cl", "Cl", "Cl", "Cl"],
  "xyz": [[-0.6872, 0.4125, -0.3958], [-1.4264, -0.3875, -0.9973], [0.6492, -0.0579, -0.3573], [1.3496, 0.0522, 0.7658], [-2.9742, 0.3480, -1.1784], [0.6013, -1.7883, -0.8931], [2.1343, 1.5862, 0.8382], [0.3534, -0.1652, 2.2179]],
  "mulliken_charge": [0.190, -0.094, 0.029, 0.026, -0.070, -0.075, 0.010, -0.015],
  "smiles": "Cl/N=N/N(Cl)N(Cl)Cl",
  "orbital_gap_ev": 9.3,
  "de_lowest_kj_mol": 66.27
}

---

Record 3
{
  "formula": "C2H6N2OS",
  "method": "wB97M-V/def2-TZVPD",
  "symbols": ["C", "C", "H", "H", "H", "H", "H", "H", "N", "N", "O", "S"],
  "xyz": [[-0.1288, 3.0480, -0.4483], [-0.6249, -0.2289, 0.8698], [0.3965, 3.2143, -1.3530], [-0.0001, 3.4365, 0.4880], [-1.2490, 3.0963, -0.5342], [-1.2998, -0.5624, 1.6689], [1.2165, -0.1669, -0.1742], [1.1170, -3.2026, 0.2686], [-0.7941, 1.1034, 0.8937], [0.4534, -0.7948, 0.1941], [-0.0165, 1.6052, -0.1033], [0.4286, -2.3582, -0.6051]],
  "mulliken_charge": [-0.601, 0.091, 0.244, 0.307, 0.266, 0.374, 0.345, 0.143, -0.528, -0.303, -0.162, -0.175],
  "smiles": "CO/N=C\\NS",
  "orbital_gap_ev": 9.1,
  "de_lowest_kj_mol": 432.97
}

---

Record 4
{
  "formula": "C3H9N3O",
  "method": "wB97M-V/def2-TZVPD",
  "symbols": ["C", "C", "N", "N", "C", "O", "N", "H", "H", "H", "H", "H", "H", "H", "H", "H"],
  "xyz": [[-0.2351, 0.4607, 0.6293], [-0.6013, 1.3908, -0.5095], [-0.3674, -0.9465, 0.5507], [-0.1643, -1.5042, -0.6622], [2.3116, -0.0173, 0.1307], [-2.1120, -0.6114, 0.7038], [1.4915, 0.6521, 0.8102], [-2.2640, -0.9360, 1.6050], [-0.4989, 0.8325, 1.6120], [-0.2034, -2.5170, -0.6346], [-0.7218, -1.1261, -1.4263], [-0.2207, 1.0356, -1.4705], [-1.6853, 1.4937, -0.5737], [-0.1555, 2.3723, -0.3340], [2.0494, -0.8367, -0.5636], [3.3772, 0.2574, 0.1327]],
  "mulliken_charge": [0.584, -1.334, -0.107, -0.343, -0.225, -0.609, -0.543, 0.290, 0.244, 0.227, 0.219, 0.339, 0.310, 0.409, 0.276, 0.265],
  "orbital_gap_ev": 9.4,
  "de_lowest_kj_mol": 523.60
}

---

Record 5
{
  "formula": "C16H47BeNO16S5",
  "method": "wB97M-V/def2-TZVPD",
  "symbols": ["Be", "N", "H", "H", "H", "H", "C", "O", "H", "H", "H", "O", "S", "O", "O", "C", "C", "C", "H", "H", "H", "H", "H", "H", "H", "H", "O", "S", "O", "O", "C", "C", "C", "H", "H", "H", "H", "H", "H", "H", "H", "O", "S", "O", "O", "C", "C", "C", "H", "H", "H", "H", "H", "H", "H", "H", "O", "S", "O", "O", "C", "C", "C", "H", "H", "H", "H", "H", "H", "H", "H", "O", "S", "O", "O", "C", "C", "C", "H", "H", "H", "H", "H", "H", "H", "H"],
  "xyz": [[2.6246, -1.3732, -4.0210], [-1.6586, -2.5512, -3.0449], [-0.9242, -1.9088, -2.7390], [-1.3467, -3.4954, -3.2324], [-2.0667, -2.1116, -3.8627], [-2.2832, -2.4596, -2.2468], [0.5093, 0.2335, -1.7187], [0.5845, -0.8829, -2.6100], [1.5050, 0.6195, -1.4899], [-0.0570, 1.0692, -2.1312], [0.1183, -0.0427, -0.7375], [-1.5077, -2.5156, 5.4336], [-2.0062, -2.2596, 4.0737], [-2.1257, -0.9121, 3.4881], [-1.0840, -3.2203, 3.1126], [-1.1547, -3.0301, 1.6941], [0.2545, -2.8399, 1.0951], [-3.5547, -3.2165, 3.8214], [-1.8620, -2.2689, 1.3628], [-1.5654, -3.9672, 1.3141], [0.6938, -1.8563, 1.2648], [0.1806, -2.9034, 0.0073], [0.9336, -3.6236, 1.4289], [-4.1379, -2.9949, 4.7137], [-3.2252, -4.2540, 3.8010], [-3.9498, -2.9348, 2.8471], [6.4619, 0.4282, -1.8968], [5.1149, 0.1377, -1.4674], [4.1606, -0.5278, -2.3249], [5.2086, -0.8392, -0.1975], [3.9780, -1.4315, 0.2842], [3.9976, -1.2368, 1.8231], [4.3515, 1.6448, -0.6554], [3.9272, -2.4999, 0.0739], [3.0822, -1.0025, -0.1655], [4.7628, -1.8620, 2.2811], [3.0707, -1.5824, 2.2827], [4.0891, -0.1710, 2.0298], [3.2884, 1.4200, -0.5714], [4.4530, 2.4341, -1.3991], [4.7791, 1.8303, 0.3275], [-3.2420, -0.5499, -1.2629], [-3.9199, 0.4229, -0.3725], [-4.9115, 1.3417, -0.9737], [-4.5802, -0.4807, 0.8434], [-5.6073, 0.0718, 1.6348], [-6.2408, -1.0203, 2.4013], [-2.6512, 1.4530, 0.5151], [-6.3394, 0.4623, 0.9267], [-5.0977, 0.8432, 2.2134], [-6.9769, -0.5156, 3.0284], [-5.5578, -1.5326, 3.0786], [-6.7089, -1.8171, 1.8244], [-3.1212, 2.2909, 1.0288], [-2.0693, 1.9209, -0.2787], [-2.0965, 0.8138, 1.2006], [0.5400, -0.8853, -5.9439], [-0.0094, -0.0279, -6.9735], [-0.8587, -0.4829, -8.0633], [-0.7127, 1.3360, -6.3258], [-0.2164, 1.9205, -5.1604], [-1.3611, 2.6398, -4.4957], [1.4283, 0.6238, -7.8843], [0.6604, 2.5118, -5.4278], [0.0656, 1.1001, -4.4956], [-2.1654, 1.9945, -4.1428], [-1.8170, 3.3426, -5.1925], [-0.9240, 3.1318, -3.6259], [1.0909, 1.5130, -8.4128], [1.8997, -0.1861, -8.4393], [2.2048, 0.8595, -7.1547], [1.4828, 4.1379, 5.5531], [2.1462, 2.8780, 5.8116], [1.9752, 2.1648, 7.0653], [1.7919, 1.8037, 4.6414], [1.4795, 2.3833, 3.3725], [0.8580, 1.3109, 2.5172], [3.9607, 2.9865, 5.4399], [2.3977, 2.6729, 2.8556], [0.8878, 3.2891, 3.4981], [1.5862, 0.5165, 2.3570], [0.4453, 1.6789, 1.5755], [-0.0785, 0.9630, 2.9568], [4.0085, 3.6254, 4.5597], [4.3587, 1.9773, 5.3571], [4.3754, 3.4745, 6.3212]],
  "mulliken_charge": [1.203, -0.166, -0.067, 0.409, 0.401, 0.432, 0.243, -0.544, -0.327, 0.170, 0.079, -0.612, 1.151, -0.476, -0.398, 0.027, -0.765, -0.902, 0.080, 0.297, -0.108, 0.276, 0.435, 0.431, 0.384, 0.187, -0.554, 0.938, -0.428, -0.318, 0.424, -1.121, -0.549, 0.267, -0.252, 0.404, 0.300, 0.244, -0.081, 0.436, 0.365, -0.503, 1.007, -0.618, -0.235, -0.187, -1.093, -0.658, 0.336, 0.308, 0.421, 0.080, 0.343, 0.499, 0.341, -0.051, -0.495, 0.996, -0.543, -0.320, 0.525, -1.341, -0.951, 0.317, -0.213, 0.299, 0.405, 0.395, 0.345, 0.395, 0.295, -0.607, 1.107, -0.579, -0.220, -0.534, -0.397, -0.914, 0.237, 0.468, -0.110, 0.285, 0.253, 0.312, 0.288, 0.395],
  "charge": 2,
  "orbital_gap_ev": 3.5,
  "de_lowest_kj_mol": 242.25
}

---

Record 6
{
  "formula": "F2H2NO9PS2Tl",
  "method": "wB97M-V/def2-TZVPD",
  "symbols": ["Tl", "N", "S", "O", "O", "F", "S", "O", "O", "F", "P", "O", "O", "O", "O", "O", "H", "H"],
  "xyz": [[-5.9189, 22.2296, 15.4792], [-4.2851, 22.3984, 16.0261], [-2.8924, 21.8006, 16.0198], [-2.6526, 20.5444, 16.7408], [-1.7715, 22.6762, 15.7649], [-2.9175, 21.2247, 14.4300], [-3.8462, 23.1455, 17.5133], [-3.2932, 24.4833, 17.4273], [-3.4021, 22.3093, 18.6303], [-5.3611, 23.5954, 18.0236], [-5.2466, 22.3365, 13.1332], [-4.1406, 23.2236, 12.5184], [-5.9290, 21.7627, 11.8350], [-6.0459, 23.4352, 13.8885], [-4.7194, 21.2320, 14.0676], [-5.6138, 21.2332, 17.2120], [-5.9473, 21.3325, 18.1037], [-5.0152, 20.4879, 17.2612]],
  "mulliken_charge": [0.861, 0.480, 1.029, -0.583, -0.558, -0.329, 1.057, -0.585, -0.521, -0.341, 0.762, -0.694, -0.781, -0.402, -0.569, -0.503, 0.328, 0.349],
  "charge": -1,
  "orbital_gap_ev": 4.2,
  "de_lowest_kj_mol": 1145.99
}

---

| no. | highest occupied orbital energy (eV) |
| --- | --- |
| 1 | -8.3 |
| 2 | -10.4 |
| 3 | -8.3 |
| 4 | -8.6 |
| 5 | -14.4 |
| 6 | -3.9 |